No. 1
117
Properties=species:S:1:pos:R:3:mulliken_charge:R:1 method="wB97M-V/def2-TZVPD" relative_energy_kcal_mol=5.0 s_squared=0.765 homo_energy_ev="-14.3 / -14.2" multiplicity=2 total_charge=+2 homo_lumo_gap_ev="7.2 / 7.2"
Re 1.05 0.53 0.01 -0.063
C 3.29 -0.04 3.14 -1.457
Si 1.54 0.23 2.53 1.251
C 0.31 -1.07 3.15 1.027
C -0.05 -1.14 4.49 -0.852
C -0.99 -2.07 4.91 -0.864
C -1.57 -2.94 4.00 -1.103
C -1.22 -2.89 2.66 -0.205
C -0.28 -1.95 2.24 0.454
P 0.37 -1.76 0.56 -1.421
C 2.07 -2.52 0.64 1.586
C 2.31 -3.97 1.13 -0.952
C 2.93 -4.83 0.03 -0.699
C 4.26 -4.24 -0.46 -0.932
C 4.23 -2.70 -0.60 -0.884
C 2.78 -2.22 -0.67 -0.443
C -0.66 -2.70 -0.64 2.288
C -2.04 -2.07 -0.75 -0.264
C -2.83 -2.65 -1.93 -0.838
C -2.71 -4.19 -2.00 -0.840
C -2.16 -4.76 -0.71 -0.902
C -0.74 -4.24 -0.45 -0.675
C 0.92 1.94 3.02 0.231
C 1.43 2.39 4.24 -0.850
C 0.96 3.55 4.83 -0.937
C -0.02 4.29 4.21 -1.059
C -0.52 3.88 2.98 -0.793
C -0.05 2.71 2.38 -0.069
P -0.64 2.23 0.73 0.088
C -0.45 3.70 -0.38 1.017
C -0.23 3.23 -1.83 0.441
C -0.64 4.30 -2.85 -0.984
C -0.26 5.69 -2.34 -0.833
C -1.03 6.03 -1.05 -0.950
C -1.54 4.77 -0.33 -0.621
C -2.43 1.86 0.91 0.346
C -2.63 0.75 1.95 -0.046
C -4.12 0.47 2.16 -1.249
C -4.80 0.11 0.84 -0.095
C -4.59 1.21 -0.20 -1.276
C -3.11 1.52 -0.42 0.308
H 3.27 -0.47 4.14 0.541
H 3.85 -0.73 2.50 0.190
H 3.85 0.90 3.16 0.499
H 0.39 -0.46 5.22 0.482
H -1.28 -2.12 5.95 0.484
H -2.30 -3.66 4.33 0.492
H -1.67 -3.58 1.96 0.424
H 2.55 -1.86 1.36 -1.067
H 3.00 -3.92 1.97 0.559
H 1.40 -4.42 1.52 0.379
H 3.10 -5.83 0.41 0.558
H 2.24 -4.93 -0.80 0.065
H 5.06 -4.51 0.23 0.410
H 4.51 -4.69 -1.42 0.408
H 4.70 -2.22 0.27 0.362
H 4.79 -2.38 -1.48 0.499
H 3.55 -0.29 -1.11 0.705
H 2.28 -2.73 -1.50 0.480
H -0.16 -2.51 -1.60 0.048
H -2.59 -2.21 0.18 0.494
H -1.94 -0.99 -0.87 -1.342
H -3.88 -2.36 -1.83 0.523
H -2.47 -2.20 -2.86 0.107
H -3.68 -4.63 -2.24 0.484
H -2.04 -4.47 -2.82 0.325
H -2.82 -4.51 0.12 0.255
H -2.13 -5.85 -0.75 0.606
H -0.40 -4.55 0.53 0.146
H -0.07 -4.71 -1.17 0.303
H 2.21 1.83 4.74 0.481
H 1.37 3.87 5.78 0.494
H -0.40 5.19 4.67 0.480
H -1.28 4.47 2.50 0.343
H 0.48 4.16 -0.01 0.456
H 0.83 2.99 -1.97 0.324
H -0.80 2.31 -2.02 -0.818
H -0.16 4.10 -3.81 0.522
H -1.72 4.25 -3.03 0.350
H 0.81 5.71 -2.16 0.326
H -0.46 6.44 -3.10 0.501
H -0.38 6.58 -0.37 0.351
H -1.88 6.68 -1.27 0.473
H -1.83 5.03 0.68 0.367
H -2.45 4.40 -0.82 0.211
H -2.88 2.78 1.29 1.238
H -2.13 -0.16 1.60 -0.430
H -2.15 1.02 2.89 0.537
H -4.24 -0.34 2.88 0.472
H -4.60 1.35 2.59 0.389
H -4.39 -0.83 0.46 -0.183
H -5.86 -0.05 1.00 0.480
H -5.04 0.92 -1.16 0.437
H -5.10 2.12 0.12 0.351
H -2.61 0.65 -0.87 -0.535
H -3.01 2.34 -1.13 0.180
N 2.67 -0.76 -0.93 -0.081
C 1.54 -0.36 -1.67 -0.090
N 1.32 -0.61 -2.92 0.485
C 2.33 -1.08 -3.87 -0.234
C 2.53 0.01 -4.92 -0.617
O 1.30 0.33 -5.54 -0.468
C 0.38 0.84 -4.62 -0.666
C 0.06 -0.21 -3.55 0.522
H 1.94 -1.99 -4.34 0.359
H 3.26 -1.30 -3.35 0.220
H 3.20 -0.34 -5.70 0.418
H 2.96 0.90 -4.45 0.271
H -0.52 1.10 -5.17 0.460
H 0.77 1.74 -4.13 0.342
H -0.36 -1.10 -4.03 0.269
H -0.62 0.16 -2.79 -0.445
O 4.09 3.53 0.13 -0.611
Cl 3.62 2.27 -0.23 1.866
O 3.56 2.06 -1.63 -0.574
O 4.25 1.19 0.44 -0.599
O 2.15 2.26 0.22 -0.926

***

No. 2
44
Properties=species:S:1:pos:R:3:mulliken_charge:R:1 method="wB97M-V/def2-TZVPD" homo_energy_ev=-4.8 total_charge=-1 homo_lumo_gap_ev=7.4
N 1.08 -1.44 1.90 -0.658
B 0.93 0.00 2.17 1.117
O 1.02 0.45 3.47 -0.674
C 0.59 0.98 0.94 0.093
N -0.78 0.74 0.43 -0.046
S -1.96 0.67 1.53 1.120
O -2.16 -0.70 1.93 -0.741
O -1.93 1.65 2.58 -0.615
C -3.41 1.11 0.47 0.501
F -4.52 0.80 1.14 -0.221
F -3.41 0.41 -0.67 -0.222
F -3.43 2.39 0.17 -0.207
C 0.89 2.50 1.14 0.259
O 1.92 2.72 1.81 -0.746
O 0.12 3.27 0.51 -0.766
P 1.74 0.60 -0.53 0.006
O 1.15 -0.84 -1.05 -0.560
O 3.11 0.16 0.27 -0.456
H 0.17 -1.88 1.76 0.227
H 1.53 -1.92 2.67 0.182
H 0.47 -0.11 4.04 0.302
H -1.00 1.37 -0.33 0.378
H 0.75 -1.34 -0.32 0.335
H 3.32 -0.76 0.09 0.293
C -4.80 -4.86 -0.60 -1.159
C -3.85 -3.89 0.06 0.831
O -2.65 -4.03 -0.03 -0.545
C -4.48 -2.77 0.84 -0.584
H -4.23 -5.63 -1.13 0.316
H -5.44 -5.34 0.15 0.307
H -5.44 -4.33 -1.31 0.309
H -5.11 -3.18 1.64 0.378
H -5.12 -2.17 0.18 0.319
H -3.72 -2.12 1.27 -0.097
C 4.99 2.88 -1.43 -1.053
C 4.70 2.14 -2.72 0.894
O 4.34 0.99 -2.71 -0.513
C 4.85 2.92 -4.01 -1.174
H 4.83 2.21 -0.59 0.188
H 6.02 3.24 -1.43 0.409
H 4.33 3.74 -1.34 0.324
H 5.87 3.29 -4.11 0.330
H 4.18 3.79 -3.99 0.319
H 4.60 2.28 -4.85 0.301

***

No. 3
53
Properties=species:S:1:pos:R:3:mulliken_charge:R:1 method="wB97M-V/def2-TZVPD" relative_energy_kcal_mol=17.9 s_squared=3.781 homo_energy_ev="-4.7 / -4.7" multiplicity=4 homo_lumo_gap_ev="3.6 / 3.7"
P 1.97 0.69 -2.57 0.568
P 1.64 -1.16 1.84 1.113
C 3.57 -0.22 0.58 -0.536
C 3.48 -1.05 1.78 0.069
H 3.56 0.90 0.65 0.340
H 4.42 -0.76 -0.13 0.116
H 3.72 -2.12 1.65 0.325
H 3.81 -0.57 2.72 0.202
C 1.28 0.26 2.83 -1.343
H 0.39 -0.02 3.40 0.514
H 0.99 1.08 2.17 0.274
H 2.16 0.46 3.45 0.417
C 1.51 -2.60 2.91 -1.306
H 2.18 -2.39 3.77 0.324
H 1.74 -3.52 2.37 0.369
H 0.45 -2.62 3.17 0.449
C 2.38 2.38 -3.22 -1.182
H 1.60 2.86 -3.84 0.368
H 3.31 2.25 -3.80 0.316
H 2.60 3.04 -2.36 0.324
C 2.13 -0.40 -4.04 -1.276
H 1.95 -1.43 -3.69 0.328
H 3.17 -0.26 -4.42 0.342
H 1.35 -0.16 -4.80 0.417
Co 4.03 -0.07 -1.38 -0.561
C 6.35 -1.16 0.60 -0.096
C 6.22 0.07 1.14 -0.399
C 6.80 1.34 0.64 -0.726
C 6.92 1.39 -0.88 -1.173
C 5.61 0.89 -1.55 0.308
C 5.57 -0.38 -2.15 -0.111
C 6.62 -1.46 -1.96 -1.131
C 7.23 -1.57 -0.53 -0.904
C 0.15 0.68 -2.41 -1.127
H 5.78 -1.98 1.06 0.332
H 5.72 0.15 2.11 0.514
H 7.78 1.48 1.12 0.349
H 6.20 2.18 1.01 0.374
H 7.06 2.45 -1.16 0.419
H 7.82 0.87 -1.23 0.339
H 5.01 1.77 -1.92 0.618
H 5.04 -0.47 -3.13 0.255
H 7.42 -1.23 -2.67 0.366
H 6.18 -2.43 -2.24 0.399
H 7.46 -2.64 -0.41 0.481
H 8.22 -1.09 -0.47 0.323
H -0.24 -0.30 -2.07 0.312
H -0.24 0.92 -3.42 0.438
H -0.14 1.47 -1.72 0.409
O -1.38 1.34 1.32 -0.532
N -2.08 0.93 2.26 0.212
O -1.70 0.29 3.23 -0.483
O 0.97 -1.32 0.54 -0.739

***

No. 4
14
Properties=species:S:1:pos:R:3:mulliken_charge:R:1 method="wB97M-V/def2-TZVPD" relative_energy_kcal_mol=84.6 smiles=C#C[C@@H]1C[C@@H]1C homo_energy_ev=-7.7 homo_lumo_gap_ev=8.8
C 1.33 -0.64 0.13 -1.230
C 0.02 -0.71 0.72 0.034
C -0.75 0.49 1.15 -0.446
C -1.34 0.20 -0.18 -0.510
C -0.72 0.65 -1.32 -0.274
C 0.11 0.90 -2.15 -0.242
H 1.80 0.30 -0.04 0.399
H 1.64 -1.45 -0.53 0.273
H 1.60 -0.93 1.26 0.295
H -0.40 -1.68 0.91 0.382
H -0.17 1.40 1.24 0.278
H -1.44 0.36 1.97 0.273
H -2.27 -0.34 -0.25 0.376
H 0.61 1.46 -2.89 0.392

***

No. 5
74
Properties=species:S:1:pos:R:3:mulliken_charge:R:1 method="wB97M-V/def2-TZVPD" homo_energy_ev=-7.4 homo_lumo_gap_ev=6.2
C -0.67 -3.31 -3.58 -0.844
C 0.52 -2.36 -3.54 -0.439
O 0.35 -1.49 -2.38 -0.309
B 1.39 -0.81 -1.88 0.543
O 2.55 -0.57 -2.60 -0.458
C 1.14 -0.29 -0.38 0.210
P 0.93 -1.80 0.79 -0.282
C -0.61 -1.48 1.74 -0.794
C 0.63 -3.30 -0.21 -1.026
C 2.26 0.53 0.38 -0.448
P 4.00 0.15 0.11 0.461
N 4.22 -1.31 -0.29 -0.618
O 4.73 0.62 1.48 -0.591
O 4.55 1.27 -0.90 -0.531
N 1.79 1.93 0.45 0.241
C 2.10 2.80 -0.71 -0.617
O 1.00 3.53 -1.16 -0.153
O 1.05 4.81 -0.49 -0.446
C 0.41 1.67 0.57 -1.986
N -0.36 2.33 1.38 0.600
C 0.07 3.45 2.21 -0.841
C 0.17 3.11 3.71 -1.008
C -0.76 1.99 4.22 0.237
C -1.40 2.31 5.58 -0.627
O -1.06 1.27 6.51 -0.540
N -0.02 0.64 -0.22 2.055
C -0.87 0.94 -1.39 -0.904
C -2.04 1.88 -1.15 -1.077
C -3.17 1.25 -0.33 -0.517
O -3.52 0.01 -0.87 -0.284
C -4.79 -0.05 -1.49 -0.836
H -0.43 -4.28 -3.17 0.145
H -1.04 -3.44 -4.59 0.353
H -1.49 -2.88 -3.00 0.164
H 1.43 -2.93 -3.43 0.343
H 0.54 -1.74 -4.43 0.430
H 2.59 0.34 -2.89 0.318
H -1.33 -0.81 1.26 0.057
H -1.11 -2.43 1.95 0.536
H -0.32 -1.06 2.70 0.174
H -0.34 -3.29 -0.70 0.264
H 1.43 -3.45 -0.93 0.261
H 0.66 -4.14 0.48 0.619
H 2.17 0.19 1.41 0.424
H 4.82 -1.83 0.32 0.213
H 4.65 -0.12 2.09 0.373
H 5.23 1.79 -0.48 0.312
H 2.90 3.48 -0.43 0.387
H 2.47 2.20 -1.54 0.409
H 0.12 5.06 -0.51 0.332
H -1.33 2.06 1.42 0.453
H -0.66 4.25 2.08 0.582
H 1.01 3.84 1.85 0.384
H 1.21 2.84 3.92 0.299
H -0.05 4.02 4.25 0.608
H -0.17 1.09 4.39 0.180
H -1.56 1.77 3.52 -0.148
H -0.99 3.24 5.98 0.195
H -2.48 2.37 5.50 0.386
H -1.83 0.98 6.98 0.314
H -0.26 1.36 -2.19 0.289
H -1.31 0.01 -1.74 0.835
H -1.74 2.85 -0.76 0.318
H -2.45 2.07 -2.14 0.497
H -4.03 1.93 -0.38 0.574
H -2.93 1.14 0.73 0.039
H -4.78 0.39 -2.49 0.298
H -5.05 -1.10 -1.60 0.272
H -5.57 0.43 -0.88 0.360
O -0.26 -6.63 -2.31 -0.700
Cl -0.51 -7.20 -3.63 1.703
O -0.78 -6.11 -4.54 -0.684
O -1.64 -8.08 -3.57 -0.670
O 0.67 -7.92 -4.06 -0.667

***

No. 6
17
Properties=species:S:1:pos:R:3:mulliken_charge:R:1 method="wB97M-V/def2-TZVPD" relative_energy_kcal_mol=58.1 homo_energy_ev="-7.3 / -7.3" homo_lumo_gap_ev="7.3 / 7.3"
C 0.13 -0.41 -1.41 -0.605
C 1.48 -0.35 0.28 0.532
C -1.13 0.22 0.71 0.297
C 0.03 0.53 -0.26 1.170
N -0.68 -1.42 -1.62 -0.243
N -1.31 1.20 1.59 -0.304
O 1.22 -0.99 1.44 -0.463
N 0.29 1.86 -0.32 -1.083
O 2.58 -0.15 -0.14 -0.564
O -1.82 -0.80 0.64 -0.761
H 2.07 -1.16 1.88 0.365
H 0.87 -0.16 -2.17 0.409
H -0.47 -2.11 -2.32 0.245
H -1.36 -1.59 -0.86 0.253
H -0.79 2.05 1.39 0.289
H -2.09 1.16 2.23 0.258
H 0.96 2.10 -1.05 0.206

***

no.,DFT total energy (hartree)
1,-3633.88616
2,-2204.59578
3,-2935.71416
4,-233.25216
5,-2921.73372
6,-546.55029